No. 1
DFT (ωB97M-V with the def2-TZVPD basis set) results for a structure of composition C5H15GaNO2 at a distorted geometry.

Structure (XYZ):
```
24
Properties=species:S:1:pos:R:3:lowdin_charge:R:1
C -0.923 0.603 -1.892 -0.11
N -0.365 -0.555 -2.625 -0.15
C -1.407 -1.571 -2.726 -0.10
C 0.819 -1.078 -2.054 -0.62
O 1.335 -2.038 -2.548 0.02
C 1.444 -0.447 -0.870 -0.27
Ga 0.730 -1.207 0.920 0.25
H -1.834 0.898 -2.409 0.07
H -0.198 1.402 -1.887 0.07
H -1.157 0.298 -0.869 0.04
H -1.066 -2.473 -3.218 0.08
H -2.209 -1.152 -3.340 0.07
H -1.865 -1.806 -1.759 0.08
H 2.505 -0.675 -0.902 0.04
H 1.387 0.640 -0.898 0.03
H 1.097 -0.282 2.170 -0.14
H 1.384 -2.666 1.119 -0.14
H -0.887 -1.252 0.811 -0.13
C 0.395 2.328 4.124 -0.18
O 0.193 1.863 2.802 -0.18
H 1.467 2.361 4.308 0.07
H -0.021 3.334 4.253 0.06
H -0.069 1.647 4.846 0.07
H -0.756 1.828 2.643 0.07
```

Calculated values
Relative energy (zero: lowest compared OMol25 entry of this formula, charge and spin) (eV): 0.0000
Molecular weight (g/mol): 190.90
Spin multiplicity: 1
Lowest unoccupied orbital energy (eV): 3.302
Net charge: -1
Electronic energy (Ha): -2329.4863



No. 2
DFT (ωB97M-V with the def2-TZVPD basis set) results for a structure of composition C16H31MnNP2Se at a distorted geometry.

Structure (XYZ):
```
52
Properties=species:S:1:pos:R:3:lowdin_charge:R:1
P -0.275 -1.963 -5.263 0.89
P -0.264 1.896 -5.477 0.84
C -0.691 -0.725 -6.541 -0.32
C 0.164 0.558 -6.649 -0.37
H -1.780 -0.528 -6.491 0.09
H -0.592 -1.267 -7.489 0.08
H 1.263 0.391 -6.626 0.09
H -0.003 1.030 -7.627 0.07
C -1.583 2.855 -6.277 -0.26
H -1.907 3.654 -5.600 0.05
H -2.434 2.221 -6.544 0.04
H -1.179 3.314 -7.189 0.03
C 1.135 3.041 -5.714 -0.24
H 0.914 3.687 -6.570 0.03
H 2.076 2.512 -5.912 0.04
H 1.268 3.671 -4.826 0.05
C -1.526 -3.231 -5.370 -0.21
H -1.495 -3.893 -4.494 0.05
H -1.329 -3.837 -6.272 0.06
H -2.528 -2.783 -5.474 0.06
C 1.266 -2.668 -5.878 -0.20
H 1.993 -1.888 -6.120 0.05
H 1.095 -3.246 -6.792 0.06
H 1.705 -3.332 -5.124 0.07
Mn -1.627 -2.089 -0.552 0.92
C 0.468 2.195 -2.087 -0.12
C -0.602 2.200 -2.936 -0.21
C -1.423 0.920 -3.220 -0.27
C -0.786 -0.427 -2.896 -0.21
C 0.366 -1.071 -3.812 -0.48
C 1.677 -0.486 -3.947 -0.27
C 1.924 0.876 -3.611 -0.29
C 1.673 1.320 -2.137 -0.17
C -0.042 -3.195 0.284 -0.26
H 0.611 3.066 -1.445 0.09
H -1.155 3.104 -3.124 0.09
H -1.814 0.905 -4.259 0.05
H -2.349 0.997 -2.617 0.11
H -0.443 -0.438 -1.836 0.05
H -1.616 -1.196 -2.876 0.07
H 0.604 -1.997 -3.212 0.11
H 2.512 -1.183 -4.110 0.07
H 1.050 1.310 -4.164 -0.02
H 2.849 1.309 -4.023 0.11
H 1.640 0.442 -1.477 0.10
H 2.546 1.926 -1.829 0.11
H 0.758 -2.469 0.510 -0.01
H 0.285 -3.981 -0.416 -0.05
H -0.501 -3.617 1.189 -0.04
Se -0.180 1.950 1.945 0.55
C -0.690 0.573 1.019 -0.98
N -1.028 -0.411 0.448 -0.10
```

Calculated values
Relative energy (zero: lowest compared OMol25 entry of this formula, charge and spin) (eV): 3.2368
Molecular weight (g/mol): 433.28
Spin multiplicity: 6
<S²>: 8.78
Lowest unoccupied orbital energy (spin up / spin down) (eV): -1.275 / -1.506
Electronic energy (Ha): -4917.8068



No. 3
DFT (ωB97M-V with the def2-TZVPD basis set) results for a structure of composition C15H11Cl5NOPtS3Te at a distorted geometry.

Structure (XYZ):
```
38
Properties=species:S:1:pos:R:3:lowdin_charge:R:1
Pt 0.244 -0.017 -1.446 0.56
Cl 0.322 -0.434 1.664 0.67
C 1.884 -0.033 1.039 -0.71
C 2.010 0.018 -0.357 -0.36
C 3.298 0.318 -0.817 -0.71
Cl 3.566 0.439 -2.514 0.64
C 4.376 0.535 0.034 -0.71
Cl 5.945 0.851 -0.601 0.66
C 4.191 0.485 1.413 -0.71
Cl 5.509 0.766 2.485 0.66
C 2.924 0.208 1.922 -0.72
Cl 2.671 0.159 3.627 0.66
S -4.140 -1.788 -1.989 0.49
C -2.645 -1.256 -1.903 -1.02
N -1.541 -0.853 -1.914 -0.15
Te 0.522 1.934 -3.207 0.95
C 0.751 0.542 -4.759 -1.02
C 0.940 -0.802 -4.622 -0.31
C 0.960 -1.507 -5.841 -0.21
C 0.789 -0.690 -6.913 -0.45
S 0.609 0.958 -6.438 0.89
H 1.041 -1.260 -3.645 0.05
H 1.084 -2.575 -5.909 0.09
H 0.754 -0.934 -7.958 0.05
O -0.022 3.028 -0.570 -0.67
S -0.962 2.029 -0.022 0.73
C -1.491 2.721 1.616 -0.31
C -2.559 3.739 1.291 -0.26
C -3.481 3.056 0.287 -0.24
C -2.581 2.483 -0.792 -0.30
H -0.609 3.137 2.094 0.09
H -1.876 1.881 2.191 0.08
H -2.075 4.598 0.824 0.11
H -3.098 4.075 2.179 0.11
H -4.213 3.746 -0.135 0.11
H -4.028 2.250 0.782 0.11
H -2.310 3.208 -1.556 0.08
H -2.995 1.602 -1.273 0.07
```

Calculated values
Molecular weight (g/mol): 817.40
Spin multiplicity: 1
Lowest unoccupied orbital energy (spin up / spin down) (eV): 1.512 / 1.513
Net charge: -1
Electronic energy (Ha): -4591.0952



No. 4
DFT (ωB97M-V with the def2-TZVPD basis set) results for a structure of composition C11H16Cl3HfNOS at a distorted geometry.

Structure (XYZ):
```
34
Properties=species:S:1:pos:R:3:lowdin_charge:R:1
C -0.639 0.856 -0.639 -0.39
C -0.820 -0.544 -0.988 -0.39
C 0.495 -1.120 -1.098 -0.34
C -2.057 -1.117 -1.571 -0.12
C 1.460 -0.088 -0.887 -0.27
C 0.776 1.113 -0.614 -0.28
C 1.366 2.441 -0.557 -0.08
C -1.693 1.889 -0.795 -0.10
C 0.773 -2.473 -1.574 -0.10
C 2.908 -0.286 -0.947 -0.07
Hf -0.881 -0.334 1.628 0.79
Cl -1.919 -2.693 1.319 -0.25
Cl -3.112 0.001 2.145 -0.06
Cl 0.815 -2.152 1.821 -0.17
H -2.923 -0.507 -1.268 0.06
H -2.219 -2.109 -1.087 0.00
H -1.991 -1.233 -2.673 0.08
H 0.015 -3.175 -1.184 0.07
H 1.720 -2.814 -1.129 0.06
H 0.830 -2.514 -2.695 0.08
H 3.196 -1.192 -0.415 0.06
H 3.444 0.473 -0.375 0.07
H 3.233 -0.362 -1.988 0.07
H 2.280 2.442 0.033 0.06
H 0.756 3.154 -0.005 0.06
H 1.595 2.833 -1.562 0.08
H -2.631 1.515 -0.377 0.04
H -1.876 2.197 -1.848 0.08
H -1.477 2.747 -0.148 0.06
O -0.425 1.581 1.999 -0.52
H 0.070 2.152 2.568 -0.04
S 0.697 -0.085 3.910 0.41
C -0.526 -0.221 5.042 -0.94
N -1.237 -0.376 5.959 -0.04
```

Calculated values
Relative energy (zero: lowest compared OMol25 entry of this formula, charge and spin) (eV): 1.6792
Molecular weight (g/mol): 495.17
Spin multiplicity: 1
Lowest unoccupied orbital energy (eV): 5.356
Net charge: -2
Electronic energy (Ha): -2385.7693



No. 5
DFT (ωB97M-V with the def2-TZVPD basis set) results for the molecule C10H16N2Si at a distorted geometry.

Structure (XYZ):
```
29
Properties=species:S:1:pos:R:3:lowdin_charge:R:1
C -4.413 -0.261 -0.568 -0.05
C -3.766 0.709 -1.425 -0.11
C -3.570 -1.148 0.083 -0.05
C -2.448 0.934 -1.527 -0.04
C -2.171 -1.040 0.005 -0.24
C -1.574 0.082 -0.761 -0.16
C -1.422 -1.667 0.906 0.07
C 2.547 1.998 -0.365 -0.21
C 3.373 -1.124 -0.327 -0.20
C 2.507 0.080 2.158 -0.21
N -0.262 0.379 -0.760 -0.05
N 0.583 -0.279 -0.020 -0.07
Si 2.203 0.196 0.335 0.42
H -5.437 -0.205 -0.366 0.08
H -4.335 1.384 -1.993 0.08
H -3.865 -1.859 0.786 0.09
H -1.931 1.646 -2.189 0.11
H -1.867 -2.347 1.618 0.08
H -0.517 -1.263 1.049 -0.02
H 3.502 2.426 0.054 0.02
H 2.851 1.879 -1.480 0.03
H 1.603 2.711 -0.314 0.05
H 4.464 -0.687 -0.484 0.08
H 3.408 -1.956 0.410 0.03
H 3.015 -1.635 -1.173 -0.01
H 3.353 -0.612 2.349 0.02
H 2.601 1.035 2.713 0.02
H 1.593 -0.488 2.710 0.08
H -0.025 1.112 -1.424 0.14
```

Calculated values
Molecular weight (g/mol): 192.34
Spin multiplicity: 3
<S²>: 2.03
Lowest unoccupied orbital energy (spin up / spin down) (eV): 0.707 / -1.087
Electronic energy (Ha): -789.4964



No. 6
DFT (ωB97M-V with the def2-TZVPD basis set) results for a cluster of 2 separate species, C2H7I2NSi in total at a distorted geometry.

Structure (XYZ):
```
13
Properties=species:S:1:pos:R:3:lowdin_charge:R:1
C 0.311 0.060 -1.328 -0.19
C 0.514 1.082 0.819 -0.19
N 0.275 -0.143 0.120 -0.46
Si -0.473 -1.481 0.857 0.27
I -3.268 1.320 -0.278 -0.11
I 0.081 -3.656 -0.257 0.34
H -0.455 0.720 -1.743 0.03
H 1.305 0.406 -1.647 0.09
H 0.115 -0.876 -1.960 0.07
H 0.118 0.948 1.738 0.00
H 1.582 1.232 1.026 0.10
H -0.112 2.036 0.413 0.12
H 0.007 -1.650 2.240 -0.08
```

Calculated values
Relative energy (zero: lowest compared OMol25 entry of this formula, charge and spin) (eV): 0.0000
Molecular weight (g/mol): 326.98
Spin multiplicity: 1
Lowest unoccupied orbital energy (spin up / spin down) (eV): -1.781 / -3.105
Electronic energy (Ha): -1019.9902



> Which of these has the lowest molecular weight?

C5H15GaNO2



Please write out number 6 again, unchanged.
DFT (ωB97M-V with the def2-TZVPD basis set) results for a cluster of 2 separate species, C2H7I2NSi in total at a distorted geometry.

Structure (XYZ):
```
13
Properties=species:S:1:pos:R:3:lowdin_charge:R:1
C 0.311 0.060 -1.328 -0.19
C 0.514 1.082 0.819 -0.19
N 0.275 -0.143 0.120 -0.46
Si -0.473 -1.481 0.857 0.27
I -3.268 1.320 -0.278 -0.11
I 0.081 -3.656 -0.257 0.34
H -0.455 0.720 -1.743 0.03
H 1.305 0.406 -1.647 0.09
H 0.115 -0.876 -1.960 0.07
H 0.118 0.948 1.738 0.00
H 1.582 1.232 1.026 0.10
H -0.112 2.036 0.413 0.12
H 0.007 -1.650 2.240 -0.08
```

Calculated values
Relative energy (zero: lowest compared OMol25 entry of this formula, charge and spin) (eV): 0.0000
Molecular weight (g/mol): 326.98
Spin multiplicity: 1
Lowest unoccupied orbital energy (spin up / spin down) (eV): -1.781 / -3.105
Electronic energy (Ha): -1019.9902